[1]
Below is a single C3H3NO2 molecule at a distorted geometry, with properties calculated with ωB97M-V/def2-TZVPD.

Positions of all 9 atoms, in Å:
O (-2.1122, 0.4031, -0.1961)
C (-0.9928, -0.0400, -0.2184)
C (-0.0638, 0.2309, 0.9289)
O (1.2358, 0.0924, 0.3188)
C (0.9748, -0.3845, -0.9195)
N (-0.2376, -0.5150, -1.3111)
H (-0.5658, 1.2023, 1.0904)
H (-0.0823, -0.3676, 1.8397)
H (1.8440, -0.6216, -1.5328)

Forces on atoms 1 to 2 (eV/Å):
-0.1 -0.9 -0.7
-0.8 0.1 0.0

Calculated values
Charge: 0
Spin multiplicity: 1
ΔE to the lowest compared entry with this formula, charge and spin: 1.587 eV
HOMO: -10.3 eV
SMILES string: O=C1COC=N1
Orbital gap: 0.391 Eh

Mulliken atomic charge list, values in e, 6 entries:
1 O -0.513
2 C 0.475
3 C -0.169
4 O -0.326
5 C 0.116
6 N -0.491

[2]
Below is 6 unconnected molecules or ions with the total composition C20H28Cl4F16O4 at a distorted geometry, with properties calculated with ωB97M-V/def2-TZVPD.

Positions of all 72 atoms, in Å:
C (-2.7813, 1.7764, -4.5521)
C (-3.4627, 3.1935, -4.4052)
C (-2.8425, 3.8329, -3.1209)
F (-1.6033, 3.5169, -2.9225)
F (-2.9511, 5.1145, -3.1804)
F (-3.2199, 3.8556, -5.5207)
F (-4.7464, 3.2667, -4.2226)
O (-2.9098, 1.0498, -3.3322)
C (-2.4854, -0.3233, -3.2875)
C (-2.5647, -0.8071, -1.8534)
F (-1.7712, -1.8729, -1.5241)
F (-2.2313, 0.0474, -0.9083)
F (-3.3594, -1.0142, -4.0211)
F (-1.2601, -0.4967, -3.8220)
H (-1.7716, 1.9195, -4.9371)
H (-3.3653, 1.2481, -5.3057)
H (-3.4207, 3.4577, -2.2765)
H (-3.4925, -1.2276, -1.4654)
C (-1.1991, -6.0801, 2.9833)
C (-0.3219, -7.3260, 3.1517)
C (0.5955, -7.0874, 4.4481)
F (-0.0028, -6.9242, 5.6469)
F (1.4202, -8.0733, 4.7010)
F (-1.1591, -8.3839, 3.3217)
F (0.4748, -7.5761, 2.0700)
O (-0.4771, -4.9648, 2.5891)
C (-1.0648, -3.9032, 1.8430)
C (-0.1375, -2.6393, 2.0164)
F (-0.3269, -1.8024, 1.0071)
F (-0.1976, -1.9313, 3.1800)
F (-1.1026, -4.3652, 0.6034)
F (-2.3449, -3.6779, 2.2975)
H (-1.7965, -5.8725, 3.8711)
H (-1.9506, -6.4243, 2.2727)
H (1.1508, -6.2098, 4.1172)
H (0.8742, -3.0038, 1.8380)
C (2.9497, 3.6379, -4.3155)
C (3.0498, 3.6103, -5.8311)
C (1.5469, 3.4690, -6.2021)
O (1.1970, 2.5411, -5.2325)
C (2.1085, 2.3864, -4.1274)
H (2.3535, 4.4765, -3.9558)
H (3.9480, 3.4269, -3.9320)
H (3.6395, 2.7828, -6.2254)
H (3.4230, 4.5680, -6.1938)
H (1.3144, 3.2454, -7.2432)
H (1.0335, 4.3949, -5.9425)
H (2.7612, 1.5141, -4.1602)
H (1.5755, 2.5452, -3.1900)
C (1.0901, 2.9952, 5.7981)
C (0.8019, 1.4755, 5.8606)
C (1.7385, 1.1630, 6.9646)
O (1.7880, 2.2532, 7.8477)
C (1.6370, 3.4538, 7.1265)
H (0.1989, 3.5708, 5.5482)
H (1.8089, 3.3327, 5.0513)
H (0.8678, 0.9141, 4.9286)
H (-0.1578, 1.3103, 6.3502)
H (2.7595, 1.1514, 6.5832)
H (1.6698, 0.1385, 7.3304)
H (2.4986, 4.1166, 7.0471)
H (0.8936, 4.0705, 7.6317)
C (-0.0292, 1.3794, 0.4655)
Cl (0.5535, 1.4682, 2.1106)
Cl (0.8268, 2.6090, -0.4805)
H (0.4224, 0.4887, 0.0287)
H (-1.0936, 1.4975, 0.2626)
C (1.7018, -1.9393, -2.3339)
Cl (2.6618, -1.9346, -0.8014)
Cl (1.2800, -3.5526, -2.8251)
H (0.7767, -1.4181, -2.0878)
H (2.2094, -1.4344, -3.1558)

Forces on atoms 1 to 2 (eV/Å):
-1.8 -0.1 -1.0
3.5 -1.4 1.8

Calculated values
Charge: 0
Spin multiplicity: 1
HOMO: -9.4 eV
SMILES string: FC(F)C(F)(F)COC(F)(F)C(F)F.FC(F)C(F)(F)COC(F)(F)C(F)F.C1CCOC1.C1CCOC1.ClCCl.ClCCl
Orbital gap: 0.358 Eh

Mulliken atomic charge list, values in e, 6 entries:
1 C -0.796
2 C 0.922
3 C 0.149
4 F -0.162
5 F -0.288
6 F -0.324

[3]
Below is a single C7H12O molecule at a distorted geometry, with properties calculated with ωB97M-V/def2-TZVPD.

Positions of all 20 atoms, in Å:
C (-0.1269, 0.6251, -1.2364)
C (0.8359, -0.2604, 0.8269)
C (-0.4686, -0.6613, -1.8608)
C (2.3087, -0.0957, 0.4919)
C (-0.0948, 0.9470, 0.1887)
C (-1.5849, 0.7226, 0.6458)
C (-2.1265, -0.3416, 1.2240)
O (0.3533, 2.0896, 0.6049)
H (0.2178, 1.4177, -1.9023)
H (0.4613, -1.2410, 0.5352)
H (0.6534, -0.1070, 1.8884)
H (-2.1414, 1.6425, 0.5197)
H (-1.0109, -1.3303, -1.1965)
H (-1.0485, -0.5021, -2.7753)
H (0.4608, -1.1584, -2.1835)
H (2.9045, -0.7753, 1.1066)
H (2.6232, 0.9264, 0.6961)
H (2.5226, -0.3262, -0.5548)
H (-1.5952, -1.2711, 1.3856)
H (-3.1441, -0.3006, 1.5958)

Forces on atoms 1 to 2 (eV/Å):
0.2 0.6 -0.3
-0.1 0.4 0.2

Calculated values
Charge: 0
Spin multiplicity: 1
ΔE to the lowest compared entry with this formula, charge and spin: 4.250 eV
HOMO (alpha / beta): -9.0 / -7.8 eV
Orbital gap (alpha / beta): 0.316 / 0.229 Eh

Mulliken atomic charge list, values in e, 6 entries:
1 C -0.575
2 C -0.632
3 C -1.097
4 C -1.298
5 C 1.516
6 C -0.415

[4]
Below is 6 unconnected molecules or ions with the total composition C27H22BF4O17 at a distorted geometry, with properties calculated with ωB97M-V/def2-TZVPD.

Positions of all 71 atoms, in Å:
B (-0.8519, 1.5685, 0.0386)
F (-1.9119, 2.5235, 0.0696)
F (-0.7979, 0.7895, 1.2536)
F (-0.9419, 0.8025, -1.0574)
F (0.2901, 2.1995, -0.0484)
C (5.5521, 6.1505, 0.4036)
C (6.0371, 4.8665, 0.8916)
C (5.1921, 3.7255, 1.0796)
O (5.5881, 2.6615, 1.6596)
C (3.7911, 3.8155, 0.8296)
C (3.2241, 5.2405, 0.3606)
C (4.1391, 6.3935, 0.1586)
O (3.7871, 7.4525, -0.1614)
O (1.9681, 5.4725, -0.0164)
O (7.3481, 4.5945, 1.2566)
H (6.1331, 7.0305, 0.4226)
H (3.0831, 3.1655, 1.0656)
H (1.3231, 4.6165, -0.1024)
H (7.2431, 3.8505, 1.9716)
C (3.5641, -0.5575, 3.7006)
C (2.1451, -0.4395, 3.1246)
C (1.3111, -1.6295, 3.0086)
O (0.1501, -1.6565, 2.6686)
C (1.8721, -2.9495, 3.4926)
C (3.3471, -2.8945, 4.1926)
C (4.0561, -1.6795, 4.3076)
O (5.1381, -1.6685, 4.7906)
O (3.8611, -4.0715, 4.6156)
O (1.6221, 0.6485, 2.7026)
H (4.2721, 0.3835, 3.4766)
H (1.2751, -3.9405, 3.4616)
H (4.8131, -3.7835, 4.8936)
H (0.8741, 0.5785, 2.1636)
C (-6.3609, 1.0835, -4.9744)
C (-6.6579, -0.1635, -4.1034)
C (-5.6629, -0.6765, -3.2634)
O (-5.7289, -1.8195, -2.7624)
C (-4.3589, -0.1705, -3.3854)
C (-3.9569, 1.0585, -4.1344)
C (-5.0819, 1.7285, -4.9234)
O (-4.8049, 2.7705, -5.6374)
O (-2.7859, 1.6645, -4.0954)
O (-7.8969, -0.7255, -4.1364)
H (-7.1479, 1.1695, -5.6334)
H (-3.5949, -0.5695, -2.8344)
H (-2.2069, 1.4235, -3.2394)
H (-7.8189, -1.3685, -3.3574)
C (-4.5619, -4.0765, 1.0236)
C (-3.7809, -4.5075, -0.1854)
C (-2.7269, -3.6155, -0.6844)
O (-2.0479, -3.9165, -1.6814)
C (-2.5419, -2.4495, 0.1076)
C (-3.3729, -2.0285, 1.2686)
C (-4.5109, -2.8525, 1.7186)
O (-5.2109, -2.5895, 2.6876)
O (-3.0349, -0.9195, 1.9826)
O (-4.0429, -5.6285, -0.8644)
H (-5.3659, -4.7745, 1.1586)
H (-1.6229, -2.0475, -0.2884)
H (-2.2949, -0.5595, 1.6356)
H (-3.4859, -5.6615, -1.5894)
C (2.9521, -0.1675, -1.4854)
C (2.4321, -1.5905, -1.6984)
O (2.3271, -2.0895, -2.7944)
C (1.9601, -2.3135, -0.3874)
H (3.3951, 0.4265, -2.2854)
H (3.8981, -0.1725, -0.6754)
H (1.8941, 0.5055, -1.1294)
H (1.0201, -2.0005, 0.0636)
H (2.6601, -2.3185, 0.4506)
H (1.6301, -3.3135, -0.5444)

Forces on atoms 1 to 2 (eV/Å):
-2.6 0.6 1.3
0.1 -0.7 0.3

Calculated values
Charge: -1
Spin multiplicity: 1
ΔE to the lowest compared entry with this formula, charge and spin: 1.484 eV
HOMO: -6.7 eV
Orbital gap: 0.233 Eh

Mulliken atomic charge list, values in e, 6 entries:
1 B 0.419
2 F -0.395
3 F -0.515
4 F -0.299
5 F -0.161
6 C -0.829

[5]
Below is a molecular structure, C24H41BrF2N2NbO3SSi at a distorted geometry, with properties calculated with ωB97M-V/def2-TZVPD.

Positions of all 76 atoms, in Å:
C (6.9728, -1.8496, 0.3630)
C (5.4334, -1.8167, 0.4832)
O (4.8109, -0.9927, -0.4661)
C (4.8471, 0.3682, -0.0421)
C (4.1583, 1.2713, -1.0552)
O (2.7604, 1.1036, -1.0668)
C (2.1336, 1.7551, 0.0572)
Nb (-0.0882, 1.9911, -0.1817)
C (-0.0536, 3.5086, 1.4663)
C (-1.3499, 3.7151, 2.1917)
N (-1.7638, 3.0830, 3.2171)
N (-0.0794, 0.3633, -1.6485)
C (-1.1669, 0.0008, -1.9394)
S (-2.5211, -0.0913, -2.8116)
O (-2.1159, 1.9573, -0.2944)
C (-2.7609, 3.1293, -0.7577)
C (-4.2055, 3.1292, -0.1812)
C (0.1158, 3.5867, -1.8335)
Br (2.0058, 4.2129, -2.1108)
C (-0.3704, 3.0581, -3.2212)
C (0.6944, 2.2907, -4.0380)
C (-0.2741, 0.3266, 1.4487)
F (0.3897, 0.6227, 2.6391)
F (0.4163, -0.7750, 0.9176)
C (-1.6892, -0.1586, 1.6867)
C (-1.6799, -1.4658, 2.5832)
Si (-2.6209, -2.8960, 1.8034)
C (-4.3065, -2.1866, 1.2776)
C (-2.9836, -4.3128, 3.0051)
C (-1.7094, -3.6486, 0.3288)
C (-0.6661, -4.5582, 0.4460)
C (-0.0469, -5.0449, -0.6772)
C (-0.4239, -4.6294, -1.9305)
C (-1.4678, -3.7353, -2.0859)
C (-2.0920, -3.2777, -0.9541)
H (7.4345, -0.9367, 0.7486)
H (7.3409, -2.6762, 0.9864)
H (7.2843, -2.0626, -0.6641)
H (5.0789, -2.8496, 0.3914)
H (5.2092, -1.5147, 1.5202)
H (4.4318, 0.4541, 0.9713)
H (5.9090, 0.6724, 0.0090)
H (4.5043, 0.9396, -2.0454)
H (4.4683, 2.3187, -0.9226)
H (2.3080, 1.0815, 0.9203)
H (2.6552, 2.6912, 0.3277)
H (0.2880, 4.4578, 1.0193)
H (0.7193, 3.2509, 2.2058)
H (-1.9984, 4.5256, 1.8267)
H (-1.0562, 2.3821, 3.4628)
H (-2.8628, 3.1741, -1.8476)
H (-2.2976, 4.0519, -0.3793)
H (-4.2596, 3.6388, 0.7849)
H (-4.9210, 3.5479, -0.8993)
H (-4.5050, 2.0856, -0.0325)
H (-0.4084, 4.5189, -1.6008)
H (-1.2875, 2.4639, -3.1517)
H (-0.6139, 3.9535, -3.8162)
H (1.2227, 2.9737, -4.7049)
H (0.1903, 1.5595, -4.6882)
H (1.3662, 1.7066, -3.4038)
H (-2.1825, -0.4302, 0.7519)
H (-2.2449, 0.5852, 2.2617)
H (-0.6560, -1.7977, 2.8015)
H (-2.1105, -1.2072, 3.5612)
H (-5.0131, -2.9843, 1.0276)
H (-4.1672, -1.5643, 0.3834)
H (-4.6854, -1.5126, 2.0536)
H (-3.4239, -5.1316, 2.4166)
H (-3.7372, -4.0116, 3.7399)
H (-2.0824, -4.7360, 3.4619)
H (-0.3625, -4.8876, 1.4377)
H (0.7572, -5.7711, -0.5767)
H (0.0835, -4.9881, -2.8225)
H (-1.7503, -3.4174, -3.0839)
H (-2.9275, -2.5886, -1.0509)

Forces on atoms 1 to 2 (eV/Å):
-0.3 -0.3 0.2
0.9 -0.5 0.4

Calculated values
Charge: -1
Spin multiplicity: 1
HOMO: -5.2 eV
Orbital gap: 0.246 Eh

Mulliken atomic charge list, values in e, 6 entries:
1 C -1.146
2 C -0.284
3 O -0.295
4 C -0.301
5 C -0.866
6 O -0.100

[6]
Below is 6 unconnected molecules or ions with the total composition C19H42O6 at a distorted geometry, with properties calculated with ωB97M-V/def2-TZVPD.

Positions of all 67 atoms, in Å:
C (0.7604, 1.4323, 2.8027)
C (-0.4139, 0.7675, 3.5441)
C (0.2800, -0.3100, 4.3736)
O (1.6069, 0.1080, 4.5793)
C (2.0219, 0.8447, 3.4581)
H (0.6752, 2.5121, 2.9433)
H (0.7181, 1.3048, 1.7219)
H (-1.0977, 0.3114, 2.8305)
H (-0.9430, 1.4582, 4.1947)
H (0.2285, -1.2948, 3.8824)
H (-0.2072, -0.4941, 5.3341)
H (2.5641, 0.2592, 2.7010)
H (2.7113, 1.6268, 3.7797)
C (-4.1071, 3.3847, 0.6980)
C (-3.4767, 2.5041, -0.3928)
C (-2.3992, 1.7190, 0.3475)
O (-2.0175, 2.5642, 1.4126)
C (-3.2154, 3.1340, 1.9266)
H (-5.1536, 3.1369, 0.8706)
H (-4.0690, 4.4331, 0.4053)
H (-3.0270, 3.1165, -1.1792)
H (-4.1768, 1.8914, -0.9650)
H (-1.5238, 1.4721, -0.2523)
H (-2.7868, 0.7747, 0.7616)
H (-2.9296, 4.0224, 2.4840)
H (-3.6781, 2.4194, 2.6195)
C (6.6417, 0.0332, -1.0682)
C (5.6078, 1.0099, -1.6194)
C (4.8106, 0.0624, -2.5434)
O (5.0450, -1.2774, -2.1515)
C (5.9285, -1.2999, -1.0384)
H (7.2501, 0.2894, -0.2008)
H (7.4193, -0.0544, -1.8442)
H (6.1198, 1.7808, -2.1913)
H (4.9678, 1.4541, -0.8599)
H (5.0296, 0.1843, -3.6075)
H (3.7590, 0.3545, -2.4334)
H (6.6150, -2.1466, -1.0430)
H (5.3163, -1.4252, -0.1316)
C (1.2718, -0.3799, -0.8173)
C (0.2873, -1.1574, 0.0445)
C (-0.5693, -1.7750, -1.0524)
O (0.3595, -2.2075, -2.0278)
C (1.5106, -1.3632, -1.9612)
H (2.2060, -0.0637, -0.3533)
H (0.7359, 0.5182, -1.1423)
H (-0.2977, -0.6276, 0.7994)
H (0.7775, -1.9596, 0.6062)
H (-1.2872, -1.0633, -1.4793)
H (-1.1109, -2.6414, -0.6686)
H (1.7139, -0.8248, -2.8920)
H (2.3913, -1.9846, -1.7761)
O (2.0858, 1.2383, -4.8115)
H (2.7739, 0.7951, -5.3144)
H (1.3510, 1.3245, -5.4240)
C (-4.4069, -1.2983, -0.8848)
C (-5.0309, -2.6108, -0.4356)
C (-4.1188, -3.7844, -0.6602)
O (-5.2895, -2.5722, 0.9818)
H (-3.3770, -1.2181, -0.5381)
H (-4.9531, -0.4483, -0.4599)
H (-4.4590, -1.1510, -1.9647)
H (-6.0013, -2.7342, -0.9274)
H (-4.6002, -4.7240, -0.3786)
H (-3.2084, -3.6950, -0.0689)
H (-3.8575, -3.9042, -1.7136)
H (-5.7512, -1.7514, 1.1709)

Forces on atoms 1 to 2 (eV/Å):
-0.4 0.8 0.3
0.4 -0.6 -0.3

Calculated values
Charge: 0
Spin multiplicity: 1
ΔE to the lowest compared entry with this formula, charge and spin: 0.000 eV
HOMO: -9.3 eV
SMILES string: C1CCOC1.C1CCOC1.C1CCOC1.C1CCOC1.CC(C)O.O
Orbital gap: 0.363 Eh

Mulliken atomic charge list, values in e, 6 entries:
1 C -0.083
2 C -0.123
3 C -0.581
4 O -0.430
5 C -0.374
6 H 0.332